Formula: C40H65CuN4O2P2Si4Te
Source: the Open Molecules 2025 dataset
Level of theory: wB97M-V/def2-TZVPD

```
119
Properties=species:S:1:pos:R:3:lowdin_charge:R:1
Te 0.440 -1.621 0.204 1.081
Cu -0.362 1.714 -0.307 0.059
P 2.078 1.669 -0.430 0.977
P -0.218 3.956 -0.049 0.980
Si -0.358 -4.004 0.467 0.185
Si 1.296 -4.967 -0.908 0.313
Si -0.236 -4.870 2.645 0.342
Si -2.489 -4.095 -0.536 0.339
O -4.669 0.432 -6.095 0.097
O -6.393 -0.104 -4.821 0.099
N 1.885 5.690 0.172 0.144
N -1.928 0.534 -0.270 -0.105
N -0.251 -0.541 1.824 -0.354
N 3.827 3.677 0.189 0.140
C 3.010 -4.669 -0.193 -0.220
C -1.268 -0.200 4.427 -0.112
C -0.075 3.409 2.624 -0.081
C 0.580 -0.552 2.933 -0.250
C -2.492 -2.995 -2.051 -0.205
C -0.756 5.770 2.080 -0.087
C -1.448 -4.006 3.773 -0.197
C -5.231 0.197 -4.877 -0.492
C 4.171 4.978 0.387 -0.204
C -2.311 0.991 -2.579 -0.037
C -0.704 -6.689 2.538 -0.209
C -2.409 0.229 0.988 -0.200
C -2.881 -5.864 -1.047 -0.214
C -4.066 -0.069 -1.322 -0.034
C -4.351 0.339 -3.695 -0.163
C 1.562 4.431 0.043 -0.379
C -2.764 0.487 -1.337 -0.323
C -0.860 4.304 1.660 -0.705
C 3.388 0.722 0.409 -0.260
C -3.762 -3.503 0.706 -0.208
C 1.016 -6.817 -1.067 -0.207
C 5.881 6.624 0.755 -0.069
C 1.513 -4.689 3.300 -0.208
C 5.527 5.315 0.613 -0.011
C -2.330 3.873 1.670 -0.086
C -4.826 -0.128 -2.466 -0.023
C 1.746 2.655 -2.996 -0.091
C 3.201 5.994 0.334 -0.203
C 2.042 0.198 -2.722 -0.124
C -0.890 5.257 -1.128 -0.228
C 2.520 1.572 -2.240 -0.707
C 2.565 3.401 -0.007 -0.377
C -2.104 -0.171 3.380 -0.061
C 1.197 -4.176 -2.613 -0.215
C -3.075 0.911 -3.718 -0.039
C 0.153 -0.341 4.190 -0.109
C 4.015 1.720 -2.510 -0.086
C -1.621 -0.186 2.008 -0.328
C 4.906 7.650 0.679 -0.069
C 3.593 7.347 0.473 -0.011
H 0.286 -4.472 -3.133 0.022
H 1.555 -4.988 4.350 0.033
H 0.261 6.148 2.025 0.063
H -3.455 0.422 1.222 0.117
H -3.496 -2.961 -2.483 0.040
H -0.581 5.067 -2.156 0.041
H -0.507 3.495 3.624 0.095
H 4.578 0.879 -2.104 0.079
H 0.868 -0.326 5.000 0.093
H 5.215 8.681 0.787 0.106
H -0.544 6.244 -0.822 0.040
H 3.204 -5.333 0.649 0.016
H -3.473 -2.536 1.116 0.011
H -4.462 -0.493 -0.410 0.094
H -1.647 -0.152 5.439 0.098
H -3.719 0.547 -5.990 0.078
H 1.204 -3.084 -2.567 0.002
H -3.903 -5.929 -1.429 0.032
H 6.915 6.891 0.926 0.106
H 0.976 3.699 2.690 0.082
H -2.741 4.057 2.665 0.093
H -1.805 -3.351 -2.820 0.021
H 1.859 -3.657 3.228 0.021
H -1.979 5.218 -1.091 0.047
H 0.960 0.093 -2.626 0.054
H 4.367 1.166 0.243 0.036
H 3.134 -3.644 0.158 0.004
H -1.374 -4.419 4.783 0.038
H -0.056 -7.248 1.864 0.010
H -2.655 1.334 -4.627 0.108
H -2.473 -4.142 3.429 0.018
H -1.318 1.430 -2.627 0.072
H -1.392 6.406 1.462 0.078
H 6.250 4.512 0.658 0.115
H 0.674 2.610 -2.785 0.049
H 2.209 -5.319 2.744 0.013
H -2.437 2.810 1.450 0.056
H 4.183 1.733 -3.590 0.089
H -0.630 -7.143 3.530 0.033
H -1.732 -6.814 2.194 0.023
H 2.825 8.106 0.418 0.115
H 4.425 2.638 -2.091 0.069
H 2.310 0.076 -3.775 0.093
H -1.103 5.868 3.113 0.088
H -1.255 -2.937 3.834 0.007
H 2.105 3.659 -2.760 0.082
H -4.736 -3.395 0.220 0.035
H 0.016 -7.054 -1.431 0.016
H 2.049 -4.491 -3.222 0.033
H -3.175 -0.078 3.517 0.113
H 3.177 0.703 1.478 0.038
H 1.878 2.503 -4.070 0.093
H 2.509 -0.616 -2.165 0.054
H 3.365 -0.306 0.047 0.011
H 1.740 -7.241 -1.768 0.034
H -2.212 -6.202 -1.840 0.016
H -2.211 -1.977 -1.791 -0.005
H -2.791 -6.562 -0.214 0.018
H 1.152 -7.321 -0.109 0.015
H -0.131 2.354 2.339 0.060
H -5.817 -0.565 -2.439 0.121
H -2.932 4.439 0.957 0.078
H 3.768 -4.866 -0.956 0.031
H 1.620 -0.753 2.704 0.072
H -3.876 -4.201 1.537 0.018
```

Energy = -5682.03353 Eh
HOMO level = -0.2130 hartree
Charge = 0
Relative energy (zero: lowest compared OMol25 entry of this formula, charge and spin) = 117.0 kJ/mol

Formula: C40H65DyN7OPS
Source: the Open Molecules 2025 dataset
Level of theory: wB97M-V/def2-TZVPD

```
116
Properties=species:S:1:pos:R:3:lowdin_charge:R:1
Dy 0.089 -0.474 0.092 1.313
S 3.630 -0.812 0.807 0.995
P 0.568 2.479 0.051 1.057
O 2.401 0.113 0.515 -0.720
N 0.153 -1.064 2.451 0.044
N -0.792 -0.993 4.595 -0.142
N -1.992 -1.901 2.815 0.158
N -2.933 -3.703 1.779 0.163
N -2.023 1.079 -0.131 -0.072
N -1.697 -2.131 0.521 0.091
N 0.775 -2.100 -1.059 -0.275
C -3.768 1.175 2.130 -0.048
C -1.943 -1.163 5.429 -0.064
C 4.595 0.027 -2.423 -0.078
C -2.341 6.623 -1.735 -0.076
C 3.627 -1.098 -2.035 -0.272
C 6.361 -1.908 1.595 -0.144
C 0.621 -3.230 -1.822 -0.374
C 3.804 -1.841 -0.720 -0.324
C 1.572 4.902 1.285 -0.109
C -4.776 -1.236 -1.255 -0.012
C -3.685 -0.372 -1.323 -0.228
C 0.304 -3.239 -3.243 -0.217
C 1.157 -4.561 0.219 -0.090
C 0.021 -4.436 -3.894 -0.079
C 0.252 -0.097 5.100 -0.024
C -2.282 5.208 -1.275 -0.304
C -3.392 4.331 -1.347 -0.052
C -2.216 -2.555 1.592 -0.485
C 6.393 -0.632 0.838 -0.297
C 0.664 -4.469 -1.164 -0.263
C 2.035 2.698 2.325 -0.157
C -3.291 0.358 -0.178 -0.280
C -3.007 -0.208 -2.623 -0.034
C 0.464 -1.899 -3.958 -0.067
C -2.098 2.425 -0.492 -0.331
C -6.765 -2.237 -0.090 -0.063
C 0.052 -5.665 -3.201 -0.144
C -0.831 -1.285 3.268 -0.413
C -4.092 0.325 0.940 -0.232
C 5.116 0.242 0.845 -0.321
C -3.313 3.023 -0.970 -0.033
C 0.939 1.971 -2.640 -0.101
C -5.273 -0.448 0.926 -0.018
C -0.979 3.288 -0.530 -0.313
C 0.383 -5.648 -1.884 -0.103
C 2.387 3.847 -1.827 -0.116
C -1.078 4.632 -0.922 -0.078
C 1.058 3.497 1.515 -0.571
C -5.597 -1.280 -0.123 -0.285
C 1.766 2.535 -1.443 -0.500
H 2.703 3.830 -2.852 0.069
H -3.350 7.050 -1.656 0.075
H -6.531 -3.291 -0.253 0.070
H -2.029 -0.710 -2.632 0.064
H 7.319 -2.427 1.462 0.086
H 4.675 -2.495 -0.766 0.095
H -0.127 -6.617 -3.675 0.081
H 0.394 0.783 4.481 0.083
H -4.296 4.752 -1.748 0.103
H 5.073 0.900 -0.023 0.070
H 0.897 5.522 0.618 0.080
H -0.522 -1.408 -4.037 0.061
H 3.025 2.615 1.778 0.089
H 5.068 0.787 1.783 0.085
H 2.894 -2.480 -0.585 0.051
H -2.890 0.819 -2.925 0.080
H 4.448 0.202 -3.487 0.079
H 1.531 1.849 -3.526 0.074
H 2.564 4.804 0.813 0.067
H -4.562 1.201 2.850 0.057
H 5.594 -2.568 1.213 0.045
H 0.046 2.633 -2.788 0.093
H 0.469 1.021 -2.473 0.029
H 1.747 5.364 2.253 0.072
H 1.699 4.689 -1.750 0.062
H 3.235 4.067 -1.201 0.062
H -5.892 -0.439 1.797 0.099
H 0.399 -6.570 -1.301 0.097
H 2.261 3.192 3.318 0.093
H -3.604 -0.654 -3.396 0.074
H -2.814 -0.612 5.021 0.100
H -4.238 2.465 -1.143 0.117
H 6.634 -0.895 -0.230 0.117
H 5.628 -0.176 -2.319 0.052
H -1.792 -2.774 -0.263 0.093
H -2.686 -2.095 3.485 0.096
H -1.742 -0.789 6.443 0.096
H 0.953 -0.777 2.996 0.040
H 4.395 0.958 -1.905 0.045
H -3.524 2.241 1.879 0.089
H -1.932 6.681 -2.736 0.071
H 6.276 -1.861 2.686 0.085
H 1.230 -0.582 5.181 0.099
H -2.777 -4.217 2.672 0.129
H 0.887 -5.481 0.712 0.063
H 1.131 -1.332 -3.310 0.015
H -2.854 0.863 2.727 0.074
H -1.656 7.299 -1.138 0.090
H 7.189 -0.027 1.244 0.105
H 2.554 1.821 -1.166 0.054
H -7.278 -2.177 0.900 0.080
H 1.632 1.695 2.556 0.039
H -5.086 -1.770 -2.119 0.106
H -7.505 -1.961 -0.853 0.077
H 0.969 -2.007 -4.957 0.088
H -0.091 0.205 6.076 0.080
H 3.637 -1.975 -2.701 0.127
H -0.288 -4.469 -4.918 0.089
H 0.757 -3.827 0.922 0.049
H -3.278 -4.187 0.988 0.095
H 2.215 -4.496 0.284 0.058
H -2.257 -2.206 5.556 0.094
H -0.187 5.232 -1.062 0.082
H 2.577 -0.844 -2.068 0.043
H 0.060 3.562 1.947 0.105
```

Energy = -3646.25420 Eh
Expectation value of S² = 9.131
Multiplicity = 6
HOMO level (spin up / spin down) = -0.1889 / -0.1897 hartree
Charge = 0

Formula: C40H66AsCrF10O38
Source: the Open Molecules 2025 dataset
Level of theory: wB97M-V/def2-TZVPD

```
156
Properties=species:S:1:pos:R:3:lowdin_charge:R:1
As 0.417 -0.872 0.093 0.988
Cr -0.145 1.482 -2.797 1.114
F -0.732 -2.100 -0.532 -0.241
F -2.725 -4.419 -0.506 0.059
F 4.587 -6.579 -1.870 0.005
F -1.916 -1.828 3.606 0.067
F 1.580 0.265 0.777 -0.235
F 5.866 2.819 0.957 0.123
F -0.165 0.318 -1.171 -0.316
F -0.772 -0.178 1.282 -0.255
F 1.687 -1.519 -0.958 -0.237
F 0.941 -2.068 1.337 -0.278
O -0.042 -1.135 6.420 0.077
O -6.266 0.976 0.454 0.135
O 1.252 -4.435 -3.257 0.133
O -1.983 -0.723 5.554 0.134
O -0.686 3.638 -3.493 0.016
O -2.014 5.513 -3.774 0.052
O 2.907 -4.906 -1.877 0.147
O 1.494 3.378 3.850 -0.006
O -1.612 -5.100 5.546 0.072
O -3.683 -7.167 -2.706 0.178
O -2.061 -5.671 -2.457 0.114
O 2.851 1.750 -5.819 -0.031
O 1.210 2.912 -6.931 -0.009
O 1.576 2.145 -1.969 -0.388
O 0.024 5.816 -3.235 0.005
O -2.702 -4.047 7.250 0.125
O -1.549 0.095 7.712 0.142
O 1.524 5.267 4.773 0.001
O 1.952 -1.836 -4.759 0.020
O 3.947 4.869 2.685 0.088
O -3.325 1.776 -0.074 0.016
O 0.704 2.029 -4.892 0.053
O -6.231 0.121 2.507 0.094
O 4.244 -2.360 1.718 0.022
O -1.322 2.462 -1.169 -0.007
O 0.585 -0.400 -3.473 0.029
O 5.342 6.183 3.870 0.126
O -0.175 4.913 3.322 0.090
O 6.027 4.429 2.562 0.169
O -3.705 -5.321 5.638 0.050
O 3.735 -1.094 3.379 -0.003
O -2.078 1.042 -3.453 -0.393
O 1.455 -6.499 -2.219 0.077
O -2.716 3.723 0.193 0.037
O -4.019 -4.835 -2.960 0.026
O -5.139 1.977 2.223 0.044
O 5.293 -0.304 1.765 0.053
O -0.264 -1.877 -4.769 0.033
C 1.323 5.550 -2.903 -0.066
C -0.912 4.877 -3.531 -0.506
C 0.933 2.294 3.056 -0.006
C -5.904 1.040 1.613 -0.557
C 3.106 -1.332 -4.144 -0.040
C -0.191 3.169 -7.317 0.014
C 5.343 3.297 2.060 -0.332
C 3.446 -6.022 -1.207 -0.218
C 4.091 -0.129 4.361 -0.037
C -3.305 0.427 -0.459 -0.052
C 4.054 3.943 1.703 -0.092
C -0.916 -6.627 3.862 -0.023
C -1.860 4.888 0.298 0.025
C -1.912 -5.590 4.284 -0.339
C -2.671 -4.741 6.234 -0.572
C 3.728 1.766 -6.996 -0.029
C -1.268 -0.570 6.706 -0.424
C -5.819 0.477 3.761 -0.367
C 4.540 -1.201 2.300 -0.491
C -5.323 -0.788 4.372 -0.015
C 2.341 -7.104 -1.274 -0.032
C -3.168 4.699 -4.030 -0.003
C 1.760 -5.187 -2.416 -0.521
C 5.129 5.248 3.087 -0.552
C -3.323 -6.196 4.524 -0.012
C -0.079 -1.691 5.137 -0.082
C -3.061 0.589 -4.394 -0.205
C 0.781 -1.263 -4.325 -0.515
C 2.824 2.167 -1.325 -0.214
C -0.287 -2.681 -5.978 0.006
C 4.369 -2.444 0.352 -0.094
C 1.528 2.261 -5.787 -0.422
C 0.871 4.562 3.869 -0.589
C -2.154 -4.442 -1.772 -0.293
C -4.758 1.604 3.567 -0.020
C -1.227 -1.045 4.496 -0.385
C -3.283 -6.042 -2.744 -0.535
C -2.298 2.624 -0.358 -0.453
C 1.328 6.689 4.807 -0.018
C -3.020 -3.718 -2.803 0.005
H 1.344 2.385 2.051 0.067
H -2.577 -3.578 -3.790 0.129
H -1.126 -4.113 -1.622 0.140
H -3.762 1.175 3.454 0.131
H 2.923 -1.364 -3.070 0.089
H 1.512 7.227 5.737 0.099
H 3.434 -0.343 -4.465 0.087
H 2.000 -7.222 -0.246 0.137
H -0.243 3.485 -8.359 0.099
H -2.401 -0.166 -0.598 0.063
H 0.232 -3.637 -5.912 0.099
H -1.014 4.817 -0.386 0.085
H 3.319 0.129 5.086 0.092
H 5.233 -2.963 -0.064 0.100
H -6.018 -1.586 4.633 0.094
H -4.843 -0.519 5.313 0.089
H 5.272 2.508 2.809 0.163
H 3.763 -5.785 -0.192 0.164
H 1.139 1.357 3.574 0.090
H -0.126 2.439 2.839 0.090
H -3.508 1.480 -4.834 0.053
H -0.900 -0.189 3.906 0.151
H -3.874 0.335 -1.384 0.095
H 0.074 -6.181 3.954 0.090
H 1.350 5.096 -1.913 0.096
H 4.375 0.765 3.807 0.071
H -3.899 -0.057 0.316 0.091
H 3.160 3.324 1.618 0.120
H 4.053 -1.839 -4.330 0.102
H -1.016 -7.586 4.371 0.090
H -4.588 -1.134 3.645 0.087
H -3.358 -7.162 5.027 0.139
H 3.411 1.273 -1.536 0.076
H 2.707 -8.011 -1.756 0.145
H -0.312 -2.752 5.228 0.136
H -0.773 3.794 -6.641 0.087
H 1.822 7.059 3.909 0.101
H -1.245 -2.819 -6.480 0.096
H 4.870 -0.455 5.052 0.100
H 3.376 3.098 -1.454 0.064
H -3.116 4.018 -4.880 0.095
H -6.659 0.895 4.316 0.155
H -4.894 2.430 4.265 0.139
H -4.004 5.343 -4.304 0.096
H -0.783 2.255 -7.255 0.094
H -2.742 -0.122 -5.156 0.054
H 4.674 1.294 -6.731 0.090
H 0.876 -1.663 4.612 0.144
H -1.380 4.900 1.277 0.073
H -3.952 -6.043 3.647 0.138
H 0.192 -2.003 -6.685 0.095
H -1.841 -4.709 3.646 0.156
H 3.510 -2.916 -0.125 0.068
H 4.210 4.513 0.787 0.154
H -3.543 4.282 -3.096 0.109
H -1.024 -6.882 2.807 0.087
H 3.470 1.390 -7.986 0.096
H 4.051 2.804 -7.077 0.090
H 1.799 4.927 -3.661 0.102
H -3.399 -2.796 -2.363 0.135
H 0.267 6.885 4.650 0.083
H -3.885 0.057 -3.918 0.058
H 4.347 -1.491 -0.176 0.094
H -2.483 5.760 0.099 0.104
H 1.938 6.442 -2.778 0.100
H 2.655 2.157 -0.248 0.034
```

Energy = -8701.74091 Eh
Expectation value of S² = 3.774
Multiplicity = 4
HOMO level (spin up / spin down) = -0.3188 / -0.3160 hartree
Charge = 0

- Among the records above, which one has the highest energy?
  C40H65DyN7OPS

- Among the records above, which one has the lowest energy?
  C40H66AsCrF10O38